i) {
  "formula": "C2H4INO2",
  "method": "wB97M-V/def2-TZVPD",
  "species": ["C", "C", "N", "O", "O", "I", "H", "H", "H", "H"],
  "coordinates": [[-0.66, -0.87, 0.38], [1.41, 0.69, -0.09], [-1.39, 0.12, -0.32], [-1.63, 1.06, 0.41], [-1.70, -0.01, -1.51], [2.99, -0.57, 0.05], [-0.73, -1.95, 0.05], [-0.49, -0.65, 1.41], [0.86, 0.70, -1.03], [1.33, 1.48, 0.64]],
  "nbo_charge": [-0.167, -0.542, 0.437, -0.394, -0.400, 0.228, 0.213, 0.209, 0.212, 0.206],
  "homo_lumo_gap_ha": [0.2572, 0.3244],
  "charge": 0,
  "homo_ev": [-8.8, -9.8],
  "spin_multiplicity": 1
}


ii) {
  "formula": "C2H4INO2",
  "method": "wB97M-V/def2-TZVPD",
  "species": ["C", "C", "N", "O", "O", "I", "H", "H", "H", "H"],
  "coordinates": [[0.46, -0.19, -0.43], [-1.28, -1.35, 0.60], [0.46, 1.10, -0.52], [1.26, -0.91, -1.18], [-1.05, -2.43, 0.12], [-2.81, 0.19, -0.19], [-1.11, -0.90, 1.57], [-0.46, 1.51, -0.07], [0.98, 1.66, -1.11], [0.94, -1.77, -1.03]],
  "nbo_charge": [0.386, 0.327, -0.791, -0.653, -0.585, -0.172, 0.170, 0.430, 0.384, 0.504],
  "homo_lumo_gap_ha": 0.3355,
  "charge": 0,
  "homo_ev": -8.9,
  "spin_multiplicity": 1
}


iii) {
  "formula": "C2H4INO2",
  "method": "wB97M-V/def2-TZVPD",
  "species": ["C", "C", "N", "O", "O", "I", "H", "H", "H", "H"],
  "coordinates": [[-0.61, 1.51, -0.10], [2.15, -0.52, 0.47], [1.89, -0.50, -0.78], [-1.53, 0.85, -0.07], [0.31, 2.15, -0.12], [-5.12, -0.16, -0.18], [2.75, -1.30, 0.97], [1.64, 0.25, 0.93], [-3.97, -1.16, 0.18], [2.49, -1.13, -1.29]],
  "nbo_charge": [1.023, -0.056, -0.596, -0.524, -0.500, -0.095, 0.161, 0.164, 0.096, 0.328],
  "smiles": "O=C=O.C=N.I",
  "homo_lumo_gap_ha": 0.3887,
  "charge": 0,
  "homo_ev": -9.9,
  "spin_multiplicity": 1
}


Which of the structures shown above is the most stable? The most stable is iii).